1.
{"formula": "C38H25Br2N8O3Sm", "method": "the ωB97M-V functional and the def2-TZVPD basis", "spin_multiplicity": 6, "largest_force_ha_per_bohr": 0.050, "gap_ev": [6.264, 5.191], "relative_energy_kj_mol": 345.1, "symbols": ["Sm", "O", "C", "N", "C", "C", "C", "C", "C", "C", "N", "C", "O", "C", "C", "C", "C", "C", "N", "C", "C", "C", "C", "C", "N", "H", "H", "H", "H", "H", "H", "H", "H", "H", "H", "H", "H", "Br", "C", "C", "C", "C", "C", "C", "N", "N", "C", "C", "C", "C", "O", "C", "N", "C", "C", "C", "C", "H", "H", "H", "H", "H", "H", "H", "H", "H", "Br", "C", "C", "C", "C", "N", "C", "H", "H", "H", "H"], "coordinates": [[-0.348, -1.253, 0.105], [2.664, -4.081, 0.430], [2.152, -2.990, 0.659], [1.000, -2.705, 1.304], [0.341, -3.745, 2.022], [1.054, -4.594, 2.861], [0.411, -5.558, 3.617], [-0.968, -5.678, 3.534], [-1.699, -4.824, 2.720], [-1.063, -3.835, 1.961], [-1.728, -2.917, 1.091], [-3.070, -2.777, 1.120], [-3.910, -3.280, 1.860], [-3.611, -1.842, 0.041], [-4.931, -1.992, -0.365], [-5.436, -1.126, -1.317], [-4.618, -0.118, -1.814], [-3.319, -0.041, -1.358], [-2.813, -0.899, -0.464], [2.883, -1.736, 0.196], [4.243, -1.803, -0.061], [4.914, -0.636, -0.386], [4.200, 0.552, -0.467], [2.839, 0.520, -0.236], [2.189, -0.598, 0.095], [2.131, -4.496, 2.903], [0.986, -6.210, 4.264], [-1.488, -6.432, 4.112], [-2.772, -4.909, 2.677], [-5.519, -2.773, 0.094], [-6.457, -1.225, -1.664], [-4.976, 0.594, -2.545], [-2.643, 0.725, -1.720], [4.733, -2.763, 0.013], [5.980, -0.650, -0.574], [4.684, 1.487, -0.719], [2.240, 1.418, -0.329], [5.897, 5.520, -0.538], [4.081, 5.807, -0.092], [3.370, 6.810, -0.725], [2.036, 7.011, -0.392], [1.416, 6.186, 0.528], [2.151, 5.203, 1.184], [3.487, 5.013, 0.879], [0.052, 6.485, 0.908], [-0.819, 5.605, 0.905], [-0.580, 4.318, 0.316], [-0.082, 4.134, -0.948], [0.048, 2.858, -1.509], [-0.276, 1.708, -0.804], [-0.158, 0.510, -1.308], [-0.759, 1.896, 0.547], [-0.971, 0.780, 1.314], [-1.489, 0.903, 2.513], [-1.830, 2.149, 3.067], [-1.559, 3.281, 2.357], [-0.983, 3.186, 1.065], [3.853, 7.438, -1.461], [1.468, 7.805, -0.863], [1.675, 4.589, 1.939], [4.063, 4.254, 1.392], [0.198, 4.998, -1.536], [0.412, 2.740, -2.522], [-1.637, -0.013, 3.075], [-2.280, 2.191, 4.049], [-1.783, 4.262, 2.755], [-1.791, -1.372, -5.881], [-1.103, -2.379, -4.445], [-0.771, -3.713, -4.603], [-0.276, -4.402, -3.508], [-0.139, -3.737, -2.305], [-0.460, -2.448, -2.165], [-0.932, -1.772, -3.216], [-0.896, -4.200, -5.561], [0.000, -5.445, -3.583], [0.242, -4.243, -1.423], [-1.153, -0.725, -3.065]]}



2.
{"formula": "C38H25Cl73FI2NO5P2", "method": "the ωB97M-V functional and the def2-TZVPD basis", "spin_multiplicity": 1, "largest_force_ha_per_bohr": 0.053, "gap_ev": 6.383, "symbols": ["C", "C", "F", "C", "C", "C", "I", "C", "C", "I", "C", "O", "C", "C", "C", "O", "C", "P", "N", "O", "O", "C", "C", "C", "C", "Cl", "C", "P", "C", "C", "C", "O", "H", "H", "H", "H", "H", "H", "H", "H", "H", "H", "H", "H", "H", "H", "H", "H", "H", "H", "H", "H", "H", "H", "H", "H", "H", "C", "Cl", "Cl", "Cl", "Cl", "C", "Cl", "Cl", "Cl", "Cl", "C", "Cl", "Cl", "Cl", "Cl", "C", "Cl", "Cl", "Cl", "Cl", "C", "Cl", "Cl", "Cl", "Cl", "C", "Cl", "Cl", "Cl", "Cl", "C", "Cl", "Cl", "Cl", "Cl", "C", "Cl", "Cl", "Cl", "Cl", "C", "Cl", "Cl", "Cl", "Cl", "C", "Cl", "Cl", "Cl", "Cl", "C", "Cl", "Cl", "Cl", "Cl", "C", "Cl", "Cl", "Cl", "Cl", "C", "Cl", "Cl", "Cl", "Cl", "C", "Cl", "Cl", "Cl", "Cl", "C", "Cl", "Cl", "Cl", "Cl", "C", "Cl", "Cl", "Cl", "Cl", "C", "Cl", "Cl", "Cl", "Cl", "C", "Cl", "Cl", "Cl", "Cl"], "coordinates": [[-5.503, -1.373, 5.553], [-5.967, -1.814, 4.146], [-5.839, -3.241, 4.104], [-5.155, -1.234, 2.969], [-5.540, -1.513, 1.710], [-6.762, -2.382, 1.363], [-8.393, -1.203, 0.517], [-6.236, -3.549, 0.374], [-6.809, -4.941, 0.849], [-6.866, -3.327, -1.691], [-4.734, -0.958, 0.501], [-5.276, -0.542, -0.481], [-3.195, -0.948, 0.723], [-2.795, -0.631, 2.075], [-1.408, -0.577, 2.374], [-1.088, -0.281, 3.686], [-0.394, -0.832, 1.378], [1.391, -0.709, 1.865], [1.881, -2.177, 2.132], [1.609, 0.137, 3.274], [2.296, 0.081, 0.741], [-0.816, -1.179, 0.038], [0.216, -1.514, -1.085], [0.574, -3.044, -1.137], [2.071, -3.381, -0.842], [3.281, -2.364, -1.722], [-2.245, -1.238, -0.308], [-2.945, -1.640, -1.979], [-2.846, -0.215, -3.167], [-2.244, -3.208, -2.704], [-3.883, -0.372, 3.141], [-3.747, 0.460, 3.998], [-5.883, -2.018, 6.367], [-5.833, -0.319, 5.704], [-4.391, -1.406, 5.579], [-7.058, -1.631, 4.005], [-7.202, -2.911, 2.224], [-5.130, -3.640, 0.484], [-7.896, -4.921, 0.587], [-6.376, -5.776, 0.257], [-6.694, -5.097, 1.941], [-1.207, 0.681, 3.780], [1.145, -2.857, 1.955], [2.154, 0.927, 3.085], [3.206, 0.127, 1.096], [-0.269, -1.259, -2.059], [1.112, -0.855, -1.038], [0.312, -3.516, -2.107], [-0.055, -3.552, -0.368], [2.237, -3.426, 0.252], [2.235, -4.423, -1.200], [-2.058, -0.339, -3.946], [-2.798, 0.780, -2.675], [-3.810, -0.219, -3.732], [-3.011, -3.664, -3.364], [-1.350, -2.961, -3.334], [-1.891, -3.907, -1.920], [-9.710, 2.987, -0.013], [-9.701, 3.789, -1.589], [-8.048, 2.590, 0.448], [-10.418, 4.065, 1.200], [-10.673, 1.499, -0.115], [-8.338, 2.455, -5.431], [-6.992, 3.276, -6.239], [-9.764, 3.506, -5.445], [-8.707, 0.948, -6.286], [-7.891, 2.092, -3.760], [-0.805, -3.634, 4.968], [-0.276, -4.972, 6.003], [0.516, -2.483, 4.767], [-1.279, -4.269, 3.378], [-2.196, -2.829, 5.716], [4.606, -6.682, -0.164], [4.934, -8.070, 0.887], [6.039, -6.333, -1.144], [3.241, -7.062, -1.230], [4.212, -5.271, 0.828], [1.011, 0.656, -5.496], [1.459, -0.653, -4.386], [2.375, 1.768, -5.683], [0.582, -0.019, -7.077], [-0.375, 1.532, -4.836], [4.383, 3.081, 2.779], [5.752, 4.139, 3.125], [3.438, 2.833, 4.260], [3.354, 3.817, 1.540], [4.982, 1.518, 2.196], [6.220, 1.184, -1.714], [7.371, -0.081, -1.257], [4.696, 0.928, -0.853], [6.886, 2.770, -1.290], [5.919, 1.107, -3.451], [-4.113, -6.076, -6.099], [-4.096, -5.288, -7.686], [-2.454, -6.475, -5.622], [-4.821, -4.980, -4.903], [-5.076, -7.559, -6.186], [-0.761, 5.349, -4.023], [-0.863, 7.115, -4.113], [0.523, 4.887, -2.893], [-2.308, 4.697, -3.456], [-0.401, 4.690, -5.623], [4.587, -1.996, 6.344], [5.959, -0.913, 6.648], [3.695, -2.255, 7.853], [3.517, -1.270, 5.140], [5.181, -3.548, 5.733], [8.786, -5.843, 4.662], [9.129, -7.287, 5.628], [10.186, -5.469, 3.643], [7.372, -6.140, 3.637], [8.456, -4.477, 5.738], [7.317, 0.251, -7.256], [5.674, 0.911, -7.174], [7.740, -0.069, -8.945], [8.457, 1.421, -6.572], [7.392, -1.257, -6.331], [-1.856, 4.056, 2.351], [-0.677, 2.800, 2.783], [-3.360, 3.777, 3.237], [-1.202, 5.650, 2.782], [-2.168, 3.981, 0.611], [-0.666, 9.783, 2.416], [-0.177, 8.394, 3.408], [0.699, 10.903, 2.271], [-1.152, 9.220, 0.814], [-2.030, 10.609, 3.183], [-4.668, 7.683, -0.514], [-4.753, 9.452, -0.569], [-3.356, 7.181, 0.561], [-6.206, 7.036, 0.080], [-4.340, 7.051, -2.133], [7.687, -2.492, -12.350], [8.814, -3.770, -11.870], [6.153, -2.704, -11.492], [8.378, -0.913, -11.941], [7.405, -2.577, -14.096], [8.881, 6.951, 3.583], [9.363, 5.602, 4.621], [10.223, 8.096, 3.435], [8.449, 6.336, 1.979], [7.480, 7.772, 4.295], [7.014, 3.483, 7.163], [6.703, 4.855, 6.090], [8.105, 3.986, 8.464], [5.487, 2.916, 7.859], [7.764, 2.173, 6.235]]}



3.
{"formula": "C38H26Co2NO8P", "method": "the ωB97M-V functional and the def2-TZVPD basis", "charge": -2, "spin_multiplicity": 1, "largest_force_ha_per_bohr": 0.100, "gap_ev": 5.288, "symbols": ["O", "C", "Co", "C", "O", "C", "O", "C", "C", "C", "C", "C", "C", "C", "C", "C", "Co", "C", "O", "C", "O", "P", "C", "C", "C", "C", "C", "C", "C", "C", "C", "C", "C", "C", "C", "C", "C", "C", "C", "C", "H", "H", "H", "H", "H", "H", "H", "H", "H", "H", "H", "H", "H", "H", "H", "H", "H", "H", "H", "H", "H", "H", "O", "N", "O", "C", "C", "C", "C", "C", "O", "C", "H", "H", "H", "H"], "coordinates": [[2.825, 3.289, -1.597], [1.896, 2.956, -0.992], [0.584, 2.461, 0.085], [0.232, 4.106, 0.585], [0.004, 5.156, 1.010], [1.257, 1.891, 1.609], [1.698, 1.652, 2.656], [0.380, 0.838, -0.986], [1.121, -0.213, -0.385], [2.414, -0.623, -0.397], [2.867, -1.967, -0.081], [3.867, -2.577, -0.877], [4.177, -3.920, -0.712], [3.540, -4.693, 0.266], [2.545, -4.110, 1.058], [2.218, -2.769, 0.886], [-0.487, 0.141, 0.427], [-1.625, 1.449, 0.937], [-2.532, 2.067, 1.338], [-0.316, -0.718, 1.957], [-0.285, -1.214, 3.011], [-2.112, -1.172, -0.450], [-2.619, -2.572, 0.643], [-2.594, -3.926, 0.277], [-2.930, -4.915, 1.211], [-3.309, -4.570, 2.508], [-3.394, -3.220, 2.854], [-3.076, -2.230, 1.924], [-3.783, -0.411, -0.716], [-5.001, -1.059, -0.435], [-6.221, -0.421, -0.692], [-6.254, 0.850, -1.271], [-5.048, 1.479, -1.585], [-3.825, 0.863, -1.303], [-1.849, -2.036, -2.053], [-2.737, -1.942, -3.141], [-2.535, -2.708, -4.299], [-1.428, -3.556, -4.402], [-0.505, -3.602, -3.350], [-0.705, -2.843, -2.193], [0.048, 0.858, -2.025], [3.125, 0.011, -0.933], [4.316, -1.999, -1.693], [4.910, -4.393, -1.368], [3.793, -5.744, 0.409], [2.003, -4.707, 1.804], [1.403, -2.326, 1.457], [-2.319, -4.219, -0.737], [-2.893, -5.964, 0.917], [-3.548, -5.343, 3.242], [-3.713, -2.932, 3.852], [-3.212, -1.180, 2.188], [-5.008, -2.065, -0.012], [-7.154, -0.929, -0.444], [-7.210, 1.341, -1.477], [-5.056, 2.459, -2.055], [-2.892, 1.366, -1.564], [-3.612, -1.288, -3.083], [-3.254, -2.646, -5.121], [-1.284, -4.168, -5.298], [0.372, -4.242, -3.433], [0.022, -2.890, -1.381], [5.157, 3.200, 4.852], [6.230, 2.569, 4.704], [7.154, 2.605, 5.538], [6.381, 1.757, 3.519], [7.557, 1.003, 3.337], [7.630, 0.152, 2.226], [6.581, 0.062, 1.329], [5.276, 0.733, 1.569], [4.197, 0.488, 0.946], [5.325, 1.709, 2.634], [8.373, 1.118, 4.045], [8.545, -0.426, 2.083], [6.656, -0.552, 0.429], [4.482, 2.371, 2.779]]}



4.
{"formula": "C38H27BrCaIN3O3S4", "method": "the ωB97M-V functional and the def2-TZVPD basis", "charge": -2, "spin_multiplicity": 1, "largest_force_ha_per_bohr": 0.011, "gap_ev": 6.467, "symbols": ["Ca", "C", "C", "N", "C", "C", "C", "O", "C", "C", "N", "C", "C", "C", "C", "C", "C", "I", "C", "O", "H", "H", "H", "H", "H", "H", "H", "H", "H", "H", "H", "H", "Br", "C", "C", "C", "C", "C", "C", "C", "C", "C", "C", "H", "H", "H", "H", "H", "H", "S", "C", "N", "O", "C", "C", "C", "C", "C", "S", "C", "C", "C", "C", "S", "C", "C", "C", "C", "S", "H", "H", "H", "H", "H", "H", "H", "H", "H"], "coordinates": [[-0.866, -0.013, -0.165], [-0.939, -0.469, -4.991], [-0.013, -1.468, -4.364], [0.720, -2.230, -5.126], [1.560, -3.121, -4.533], [1.681, -3.267, -3.180], [2.606, -4.338, -2.664], [1.875, -5.417, -2.050], [0.888, -2.454, -2.316], [1.065, -2.646, -0.894], [0.446, -2.108, 0.110], [0.773, -2.692, 1.355], [0.834, -4.084, 1.485], [1.133, -4.692, 2.689], [1.365, -3.925, 3.821], [1.293, -2.544, 3.726], [0.998, -1.946, 2.513], [0.970, 0.143, 2.441], [0.018, -1.508, -2.911], [-0.703, -0.673, -2.281], [-0.959, -0.616, -6.070], [-0.608, 0.547, -4.763], [-1.943, -0.563, -4.572], [2.151, -3.734, -5.204], [3.313, -3.970, -1.919], [3.193, -4.725, -3.501], [1.068, -5.522, -2.563], [1.860, -3.344, -0.653], [0.645, -4.689, 0.607], [1.184, -5.772, 2.741], [1.602, -4.391, 4.769], [1.480, -1.925, 4.593], [-3.225, 2.002, 1.259], [-4.706, 0.933, 0.711], [-5.926, 1.543, 0.665], [-7.064, 0.787, 0.312], [-6.939, -0.545, 0.047], [-5.674, -1.184, 0.096], [-5.555, -2.572, -0.154], [-4.326, -3.165, -0.106], [-3.170, -2.393, 0.155], [-3.185, -1.032, 0.408], [-4.492, -0.443, 0.402], [-6.015, 2.593, 0.907], [-8.033, 1.272, 0.267], [-7.811, -1.140, -0.207], [-6.449, -3.144, -0.382], [-4.234, -4.231, -0.293], [-2.216, -2.918, 0.127], [5.986, -3.395, -0.455], [4.679, -2.525, 0.060], [3.742, -1.918, 0.405], [-0.326, 2.103, -0.510], [0.240, 2.727, -1.578], [0.842, 4.063, -1.123], [2.144, 4.383, -0.887], [2.309, 5.681, -0.321], [1.123, 6.321, -0.139], [-0.197, 5.351, -0.643], [-0.832, 3.004, -2.648], [-2.110, 2.542, -2.621], [-2.886, 2.953, -3.742], [-2.184, 3.738, -4.602], [-0.582, 3.992, -4.045], [1.373, 1.853, -2.152], [2.089, 0.951, -1.425], [3.086, 0.261, -2.172], [3.120, 0.665, -3.468], [1.930, 1.863, -3.788], [2.956, 3.703, -1.108], [3.268, 6.113, -0.067], [0.955, 7.309, 0.261], [-2.482, 1.936, -1.809], [-3.918, 2.669, -3.896], [-2.516, 4.183, -5.527], [1.931, 0.790, -0.368], [3.721, -0.503, -1.744], [3.746, 0.298, -4.267]]}



5.
{"formula": "C38H29BrF4GaINOPSb", "method": "the ωB97M-V functional and the def2-TZVPD basis", "charge": 3, "spin_multiplicity": 1, "largest_force_ha_per_bohr": 0.022, "gap_ev": 5.998, "symbols": ["Ga", "F", "C", "C", "F", "C", "F", "C", "P", "C", "C", "C", "C", "C", "C", "C", "C", "C", "C", "C", "C", "C", "Br", "C", "F", "H", "H", "H", "H", "H", "H", "H", "H", "H", "H", "C", "C", "C", "C", "C", "C", "Sb", "C", "C", "C", "C", "C", "C", "C", "C", "C", "C", "C", "C", "H", "H", "H", "H", "H", "H", "H", "H", "H", "H", "H", "H", "H", "H", "H", "N", "C", "O", "C", "I", "H", "H", "H", "H"], "coordinates": [[-0.473, 1.075, -1.309], [-2.615, -6.051, -2.149], [-1.897, -4.960, -2.120], [-0.508, -5.027, -2.170], [0.100, -6.188, -2.226], [0.228, -3.852, -2.142], [1.555, -3.916, -2.183], [-0.378, -2.601, -2.043], [0.694, -1.130, -2.047], [1.847, -1.336, -0.678], [1.549, -2.138, 0.423], [2.452, -2.224, 1.470], [3.633, -1.493, 1.438], [3.919, -0.670, 0.356], [3.025, -0.578, -0.696], [1.610, -1.124, -3.601], [2.900, -1.652, -3.699], [3.547, -1.620, -4.923], [2.923, -1.073, -6.037], [1.633, -0.564, -5.942], [0.979, -0.573, -4.723], [-1.771, -2.560, -1.979], [-2.714, -0.920, -1.772], [-2.523, -3.720, -2.021], [-3.840, -3.648, -1.947], [0.634, -2.718, 0.450], [2.232, -2.874, 2.306], [4.329, -1.560, 2.263], [4.845, -0.112, 0.326], [3.256, 0.042, -1.553], [3.381, -2.098, -2.841], [4.545, -2.030, -5.002], [3.446, -1.046, -6.983], [1.147, -0.157, -6.818], [-0.022, -0.161, -4.637], [-1.352, -3.410, 3.613], [-2.262, -3.138, 2.599], [-2.200, -1.933, 1.915], [-1.205, -1.021, 2.248], [-0.272, -1.288, 3.243], [-0.366, -2.487, 3.936], [-1.247, 0.925, 1.376], [0.421, 2.017, 2.128], [0.311, 2.702, 3.331], [1.422, 3.379, 3.819], [2.617, 3.363, 3.114], [2.713, 2.688, 1.903], [1.607, 2.015, 1.405], [-3.093, 1.774, 2.030], [-3.952, 2.436, 1.168], [-5.127, 2.965, 1.684], [-5.418, 2.830, 3.034], [-4.543, 2.164, 3.881], [-3.371, 1.612, 3.382], [-1.415, -4.341, 4.159], [-3.038, -3.852, 2.359], [-2.940, -1.703, 1.158], [0.498, -0.568, 3.493], [0.329, -2.692, 4.740], [-0.619, 2.711, 3.885], [1.354, 3.912, 4.757], [3.482, 3.880, 3.507], [3.646, 2.683, 1.355], [1.683, 1.474, 0.461], [-3.721, 2.531, 0.114], [-5.819, 3.476, 1.028], [-6.341, 3.232, 3.428], [-4.770, 2.059, 4.933], [-2.701, 1.067, 4.036], [-0.942, 5.220, -2.078], [-0.226, 4.186, -1.713], [-0.737, 3.185, -1.144], [1.253, 4.224, -1.988], [1.792, 2.405, -2.996], [-1.932, 5.257, -1.873], [-0.540, 6.019, -2.548], [1.807, 4.245, -1.051], [1.546, 5.056, -2.622]]}